Entry P
{
  "formula": "C3H9NS",
  "method": "ωB97M-V with the def2-TZVPD basis set",
  "spin_multiplicity": 1,
  "total_charge": 0,
  "homo_lumo_gap_ev": 8.0,
  "elements": ["C", "N", "C", "C", "S", "H", "H", "H", "H", "H", "H", "H", "H", "H"],
  "coordinates": [[2.12, -0.21, -0.33], [0.96, 0.37, 0.38], [-0.35, -0.21, 0.11], [-1.53, 0.75, 0.35], [-3.00, -0.08, -0.22], [3.05, 0.16, 0.09], [2.03, -1.28, -0.10], [2.10, -0.11, -1.42], [0.88, 1.37, 0.28], [-0.58, -1.08, 0.71], [-0.56, -0.48, -0.95], [-1.31, 1.73, -0.19], [-1.68, 0.94, 1.42], [-2.13, -1.88, -0.14]],
  "lowdin_charge": [-0.118, -0.137, -0.415, -0.663, 0.588, 0.067, 0.077, 0.072, 0.092, 0.056, 0.082, 0.096, 0.059, 0.144]
}

Entry Q
{
  "formula": "C3H9NS",
  "method": "ωB97M-V with the def2-TZVPD basis set",
  "spin_multiplicity": 1,
  "total_charge": 0,
  "homo_lumo_gap_ev": 7.4,
  "elements": ["S", "H", "C", "C", "C", "N", "H", "H", "H", "H", "H", "H", "H", "H"],
  "coordinates": [[1.45, 1.87, -2.13], [1.01, 3.14, -2.09], [0.30, -1.01, 1.60], [-0.36, -0.43, 0.38], [-1.26, -1.12, -0.36], [-0.21, 0.95, 0.25], [0.02, -2.07, 1.64], [1.40, -0.95, 1.60], [-0.08, -0.52, 2.50], [-1.72, -0.72, -1.28], [-1.52, -2.12, -0.06], [0.64, 1.33, 0.68], [-0.14, 1.24, -0.76], [0.46, 0.41, -1.96]],
  "lowdin_charge": [0.391, -0.223, -0.061, -0.511, 0.008, -0.007, 0.071, 0.081, 0.081, 0.050, 0.044, 0.074, -0.076, 0.075]
}

Entry R
{
  "formula": "C3H9NS",
  "method": "ωB97M-V with the def2-TZVPD basis set",
  "spin_multiplicity": 1,
  "smiles": "C/C=C/N.S",
  "total_charge": 0,
  "homo_lumo_gap_ev": 9.0,
  "elements": ["C", "C", "C", "N", "H", "H", "H", "H", "H", "H", "H", "S", "H", "H"],
  "coordinates": [[-1.63, 0.70, -1.47], [-1.00, 0.05, -0.27], [0.17, -0.58, -0.29], [0.78, -1.17, 0.85], [-0.92, 0.72, -2.30], [-2.50, 0.12, -1.77], [-1.95, 1.72, -1.27], [-1.60, -0.04, 0.63], [0.83, -0.52, -1.15], [0.11, -1.33, 1.60], [1.23, -2.06, 0.62], [2.80, 0.81, 1.82], [1.93, 1.82, 1.67], [1.76, -0.24, 1.33]],
  "lowdin_charge": [-0.102, -0.159, -0.195, -0.028, 0.073, 0.073, 0.071, 0.105, 0.121, 0.114, 0.120, 0.267, -0.283, -0.177]
}

Entry S
{
  "formula": "C3H9NS",
  "method": "ωB97M-V with the def2-TZVPD basis set",
  "spin_multiplicity": 1,
  "smiles": "C=C(C)N.S",
  "total_charge": 0,
  "homo_lumo_gap_ev": 9.2,
  "elements": ["C", "C", "C", "N", "H", "H", "H", "H", "H", "H", "H", "S", "H", "H"],
  "coordinates": [[0.43, -0.39, 0.03], [-0.06, 0.77, -0.39], [-0.92, 0.90, -1.62], [0.20, 1.99, 0.23], [1.08, -0.34, 0.90], [0.25, -1.31, -0.49], [-0.43, 1.52, -2.37], [-1.88, 1.35, -1.37], [-1.12, -0.09, -2.04], [-0.58, 2.63, 0.24], [0.64, 1.91, 1.13], [0.71, -3.55, 1.72], [-0.12, -2.63, 2.23], [1.78, -2.75, 1.79]],
  "lowdin_charge": [-0.013, -0.495, -0.061, 0.069, 0.041, 0.037, 0.080, 0.077, 0.074, 0.083, 0.083, 0.470, -0.217, -0.225]
}

Of them, the most stable is entry S and the least stable is entry Q.

Entry P
{
  "formula": "C5H15NO2",
  "method": "ωB97M-V with the def2-TZVPD basis set",
  "spin_multiplicity": 2,
  "total_charge": 1,
  "s_squared": 0.758,
  "homo_lumo_gap_ev": [6.2, 5.7],
  "elements": ["C", "C", "C", "C", "N", "C", "O", "H", "H", "H", "H", "H", "H", "H", "H", "H", "H", "H", "H", "H", "H", "H", "O"],
  "coordinates": [[0.99, 0.76, -0.73], [0.99, -0.66, -0.08], [0.96, -0.38, 1.41], [2.17, -1.52, -0.51], [2.25, 1.25, -0.88], [-2.43, 0.02, -1.03], [-2.45, -0.73, 0.17], [0.59, 0.60, -1.77], [0.27, 1.49, -0.35], [0.09, -1.18, -0.43], [1.04, -1.27, 2.04], [0.11, 0.22, 1.73], [1.88, 0.21, 1.57], [2.40, -1.38, -1.57], [2.10, -2.54, -0.15], [3.07, -1.12, -0.05], [2.26, 2.26, -0.64], [-2.76, -0.52, -1.92], [-3.31, 0.67, -0.96], [-1.44, 0.43, -1.17], [-2.16, 0.05, 1.00], [-2.43, 1.48, 2.00], [-1.79, 1.09, 1.39]],
  "lowdin_charge": [-0.219, -0.366, -0.026, -0.051, 0.383, -0.113, -0.035, 0.241, 0.134, 0.129, 0.112, 0.058, 0.104, 0.094, 0.103, 0.087, 0.136, 0.118, 0.122, 0.037, -0.004, 0.060, -0.104]
}

Entry Q
{
  "formula": "C5H15NO2",
  "method": "ωB97M-V with the def2-TZVPD basis set",
  "spin_multiplicity": 2,
  "total_charge": 1,
  "s_squared": 0.755,
  "homo_lumo_gap_ev": [11.3, 6.8],
  "elements": ["N", "C", "C", "C", "C", "C", "H", "H", "H", "H", "H", "H", "H", "H", "H", "H", "H", "H", "H", "O", "H", "H", "O"],
  "coordinates": [[-0.42, -0.78, 0.04], [-0.26, -1.12, 1.46], [0.06, 0.24, 2.12], [0.71, 1.17, 0.93], [-0.11, 0.74, -0.27], [0.57, 0.62, -1.73], [-1.31, -1.11, -0.37], [-1.05, -1.78, 1.93], [0.58, -1.92, 1.31], [0.80, 0.06, 2.83], [-0.79, 0.69, 2.54], [1.74, 0.67, 0.69], [0.76, 2.14, 1.27], [-0.96, 1.35, -0.40], [0.02, 0.02, -2.45], [1.68, 0.27, -1.66], [0.59, 1.52, -2.26], [1.58, -1.66, -1.65], [2.91, -2.37, -2.22], [2.29, -1.75, -2.43], [-2.69, 0.87, 0.74], [-3.53, 0.72, -0.50], [-3.17, 1.41, 0.10]],
  "lowdin_charge": [0.179, -0.120, -0.096, -0.059, -0.243, -0.018, 0.175, 0.157, 0.184, 0.094, 0.099, 0.155, 0.099, 0.108, 0.083, 0.100, 0.064, 0.076, -0.020, -0.055, 0.008, 0.068, -0.037]
}

Of them, the most stable is entry Q and the least stable is entry P.

Entry P
{
  "formula": "C23H27N3O6S",
  "method": "ωB97M-V with the def2-TZVPD basis set",
  "spin_multiplicity": 1,
  "smiles": "COc1cccc(NS(=O)(=O)c2ccc3[nH]cc(C(=O)NCCCOC(C)C)c(=O)c3c2)c1",
  "total_charge": 0,
  "homo_lumo_gap_ev": 8.3,
  "elements": ["C", "O", "C", "C", "C", "C", "C", "N", "S", "O", "O", "C", "C", "C", "C", "N", "C", "C", "C", "O", "N", "C", "C", "C", "O", "C", "C", "C", "C", "O", "C", "C", "C", "H", "H", "H", "H", "H", "H", "H", "H", "H", "H", "H", "H", "H", "H", "H", "H", "H", "H", "H", "H", "H", "H", "H", "H", "H", "H", "H"],
  "coordinates": [[2.90, -1.30, 0.13], [1.52, -1.37, 0.39], [0.66, -1.41, -0.66], [-0.70, -1.32, -0.33], [-1.65, -1.39, -1.33], [-1.28, -1.52, -2.66], [0.06, -1.59, -2.99], [0.47, -1.67, -4.33], [1.52, -0.49, -4.93], [1.33, -0.50, -6.35], [2.83, -0.70, -4.40], [0.78, 0.94, -4.17], [-0.37, 1.50, -4.72], [-1.14, 2.36, -3.97], [-0.80, 2.61, -2.63], [-1.62, 3.35, -1.82], [-1.38, 3.44, -0.50], [-0.29, 2.90, 0.12], [-0.28, 2.96, 1.62], [-1.18, 3.50, 2.23], [0.77, 2.35, 2.18], [0.83, 1.99, 3.58], [0.53, 0.49, 3.74], [-0.97, 0.20, 3.57], [-1.26, -1.00, 2.89], [-1.13, -2.22, 3.62], [-2.11, -3.20, 2.99], [0.29, -2.78, 3.56], [0.72, 2.22, -0.67], [1.78, 1.77, -0.23], [0.37, 2.06, -2.09], [1.17, 1.25, -2.89], [1.04, -1.54, -1.99], [3.25, -2.17, -0.43], [3.15, -0.38, -0.42], [3.38, -1.28, 1.10], [-0.98, -1.21, 0.70], [-2.70, -1.33, -1.07], [-2.03, -1.56, -3.44], [-0.28, -1.82, -4.98], [-0.64, 1.24, -5.73], [-2.03, 2.81, -4.39], [-2.45, 3.76, -2.21], [-2.11, 3.96, 0.11], [1.44, 1.91, 1.56], [0.10, 2.59, 4.11], [1.83, 2.21, 3.96], [0.87, 0.16, 4.72], [1.08, -0.06, 2.98], [-1.48, 0.21, 4.54], [-1.42, 0.97, 2.94], [-1.41, -2.04, 4.67], [-1.82, -3.41, 1.96], [-2.13, -4.13, 3.55], [-3.11, -2.77, 2.99], [0.30, -3.81, 3.91], [0.98, -2.20, 4.18], [0.65, -2.75, 2.53], [2.09, 0.84, -2.50], [2.07, -1.61, -2.29]],
  "lowdin_charge": [-0.069, -0.094, -0.260, 0.005, -0.066, -0.038, -0.315, -0.045, 0.669, -0.285, -0.266, -0.260, -0.038, 0.009, -0.165, 0.109, 0.011, -0.021, -0.464, 0.038, 0.088, -0.167, -0.143, -0.190, -0.162, -0.439, -0.041, -0.037, -0.294, 0.046, -0.039, 0.014, 0.020, 0.097, 0.086, 0.096, 0.098, 0.108, 0.109, 0.115, 0.120, 0.116, 0.164, 0.144, 0.111, 0.123, 0.120, 0.109, 0.107, 0.129, 0.117, 0.142, 0.076, 0.078, 0.080, 0.079, 0.066, 0.074, 0.120, 0.106]
}

Entry Q
{
  "formula": "C23H27N3O6S",
  "method": "ωB97M-V with the def2-TZVPD basis set",
  "spin_multiplicity": 1,
  "smiles": "CCOC(=O)N1CCN(C(=O)c2ccc(S(=O)(=O)c3ccc(C)cc3)c(NC(C)=O)c2)CC1",
  "total_charge": 0,
  "homo_lumo_gap_ev": 9.1,
  "elements": ["C", "C", "O", "C", "O", "N", "C", "C", "N", "C", "O", "C", "C", "C", "C", "S", "O", "O", "C", "C", "C", "C", "C", "C", "C", "C", "N", "C", "C", "O", "C", "C", "C", "H", "H", "H", "H", "H", "H", "H", "H", "H", "H", "H", "H", "H", "H", "H", "H", "H", "H", "H", "H", "H", "H", "H", "H", "H", "H", "H"],
  "coordinates": [[4.51, 5.09, 3.34], [3.16, 4.43, 3.55], [3.22, 3.02, 3.37], [3.16, 2.59, 2.09], [3.01, 3.30, 1.13], [3.30, 1.24, 2.02], [3.39, 0.42, 3.21], [3.21, -1.05, 2.82], [2.06, -1.20, 1.97], [0.96, -1.84, 2.45], [0.92, -2.32, 3.56], [-0.20, -1.94, 1.51], [-1.45, -1.48, 1.92], [-2.54, -1.64, 1.07], [-2.38, -2.24, -0.16], [-3.84, -2.29, -1.21], [-3.65, -3.30, -2.24], [-5.01, -2.41, -0.38], [-3.85, -0.68, -2.00], [-4.98, 0.11, -1.91], [-4.99, 1.35, -2.53], [-3.87, 1.80, -3.22], [-3.88, 3.13, -3.90], [-2.74, 0.99, -3.29], [-2.73, -0.25, -2.68], [-1.13, -2.72, -0.58], [-1.00, -3.32, -1.82], [0.14, -3.48, -2.55], [-0.11, -4.17, -3.86], [1.24, -3.09, -2.19], [-0.05, -2.58, 0.29], [2.07, -0.43, 0.73], [3.23, 0.57, 0.75], [4.44, 6.15, 3.55], [4.83, 4.95, 2.31], [5.25, 4.64, 4.00], [2.43, 4.85, 2.85], [2.81, 4.57, 4.57], [2.61, 0.71, 3.92], [4.36, 0.56, 3.70], [4.10, -1.43, 2.31], [3.04, -1.65, 3.72], [-1.56, -1.02, 2.88], [-3.52, -1.31, 1.35], [-5.83, -0.26, -1.37], [-5.87, 1.97, -2.47], [-4.00, 3.00, -4.98], [-4.69, 3.75, -3.54], [-2.93, 3.66, -3.74], [-1.87, 1.33, -3.82], [-1.85, -0.88, -2.73], [-1.90, -3.56, -2.25], [-0.86, -3.63, -4.44], [0.81, -4.23, -4.43], [-0.48, -5.18, -3.68], [0.90, -2.98, 0.00], [2.19, -1.09, -0.14], [1.12, 0.10, 0.63], [3.08, 1.33, -0.02], [4.18, 0.06, 0.55]],
  "lowdin_charge": [-0.062, -0.218, -0.007, -0.544, 0.088, -0.029, -0.102, -0.111, -0.031, -0.418, 0.080, -0.121, 0.004, -0.038, -0.202, 0.759, -0.309, -0.290, -0.272, -0.043, -0.025, -0.266, -0.045, -0.025, -0.045, -0.184, 0.116, -0.506, 0.012, 0.064, 0.052, -0.102, -0.109, 0.076, 0.075, 0.077, 0.121, 0.123, 0.134, 0.131, 0.129, 0.126, 0.124, 0.118, 0.114, 0.115, 0.088, 0.077, 0.083, 0.118, 0.111, 0.093, 0.086, 0.085, 0.090, 0.118, 0.120, 0.138, 0.129, 0.129]
}

Of them, the most stable is entry Q and the least stable is entry P.

Entry P
{
  "formula": "C3H7ClSi",
  "method": "ωB97M-V with the def2-TZVPD basis set",
  "spin_multiplicity": 1,
  "total_charge": 0,
  "homo_lumo_gap_ev": [7.9, 8.6],
  "elements": ["C", "C", "C", "Si", "Cl", "H", "H", "H", "H", "H", "H", "H"],
  "coordinates": [[1.14, 0.92, 0.03], [0.16, 0.25, 0.88], [2.10, -0.15, -0.57], [-1.34, -0.57, -0.03], [3.63, -0.44, 0.02], [0.74, 1.53, -0.81], [1.90, 1.63, 0.62], [0.66, -0.27, 1.68], [1.64, -1.14, -0.81], [-1.02, -1.85, -0.52], [-2.05, 0.62, -0.62], [-2.22, -1.20, 1.05]],
  "lowdin_charge": [-0.427, -0.264, -0.621, 0.630, 0.637, 0.095, 0.132, 0.039, 0.042, -0.117, -0.060, -0.086]
}

Entry Q
{
  "formula": "C3H7ClSi",
  "method": "ωB97M-V with the def2-TZVPD basis set",
  "spin_multiplicity": 1,
  "total_charge": 0,
  "homo_lumo_gap_ev": 9.2,
  "elements": ["C", "C", "C", "Si", "Cl", "H", "H", "H", "H", "H", "H", "H"],
  "coordinates": [[-1.28, 1.88, 0.05], [-0.10, 1.29, -0.16], [0.19, -1.96, -0.16], [0.52, -0.15, 0.70], [3.06, 0.33, -0.28], [-1.53, 2.58, -0.71], [-1.98, 1.89, 0.86], [0.31, 1.31, -1.17], [0.33, -1.76, -1.28], [0.84, -2.85, 0.05], [-0.95, -2.18, 0.00], [0.59, -0.36, 2.10]],
  "lowdin_charge": [-0.027, -0.354, -0.249, 0.689, -0.248, 0.045, 0.058, 0.058, 0.030, 0.025, 0.037, -0.063]
}

Of them, the most stable is entry Q and the least stable is entry P.

Entry P
{
  "formula": "C5H6NO2",
  "method": "ωB97M-V with the def2-TZVPD basis set",
  "spin_multiplicity": 1,
  "total_charge": 1,
  "homo_lumo_gap_ev": 8.8,
  "elements": ["C", "C", "C", "C", "C", "N", "O", "O", "H", "H", "H", "H", "H", "H"],
  "coordinates": [[0.18, -0.26, -0.42], [0.63, 0.05, -2.61], [-1.26, -1.88, 0.82], [-0.40, -0.82, 0.76], [0.75, 1.14, -0.51], [0.65, 1.26, -2.02], [0.81, -0.23, -3.74], [0.24, -0.86, -1.56], [-1.64, -2.31, 1.77], [-1.62, -2.19, -0.15], [0.02, -0.33, 1.74], [0.10, 1.81, 0.17], [1.84, 1.28, -0.38], [1.07, 1.98, -2.45]],
  "lowdin_charge": [-0.163, -0.453, 0.192, -0.055, 0.014, 0.155, 0.241, 0.210, 0.118, 0.102, 0.173, 0.181, 0.167, 0.119]
}

Entry Q
{
  "formula": "C5H6NO2",
  "method": "ωB97M-V with the def2-TZVPD basis set",
  "spin_multiplicity": 1,
  "total_charge": 1,
  "homo_lumo_gap_ev": [5.9, 5.8],
  "elements": ["C", "C", "C", "C", "C", "N", "O", "O", "H", "H", "H", "H", "H", "H"],
  "coordinates": [[-0.04, 0.03, 0.05], [1.25, -0.15, 2.35], [1.39, -0.61, -1.73], [0.17, -0.17, -1.27], [-0.88, 0.41, 1.12], [-0.13, 0.23, 2.36], [1.60, -0.45, 3.45], [1.80, -0.30, 1.22], [1.41, -0.94, -2.77], [2.30, -0.81, -1.31], [-0.61, 0.01, -2.02], [-1.26, 1.38, 0.93], [-1.66, -0.44, 0.89], [-0.54, 0.22, 3.31]],
  "lowdin_charge": [0.225, -0.675, 0.293, -0.039, -0.108, 0.078, 0.133, 0.152, 0.120, 0.087, 0.161, 0.162, 0.232, 0.177]
}

Of them, the most stable is entry P and the least stable is entry Q.